{
  "formula": "C32H27Cl2N9O2S3Ta",
  "method": "ωB97M-V/def2-TZVPD",
  "e_above_lowest_kj_mol": 18.2,
  "total_charge": 3,
  "homo_energy_ev": -16.19,
  "mol_weight_da": 917.68,
  "species": ["N", "C", "C", "C", "Ta", "Cl", "C", "C", "N", "O", "N", "H", "H", "H", "H", "Cl", "N", "C", "H", "C", "H", "H", "C", "N", "O", "H", "H", "H", "C", "C", "C", "C", "C", "C", "H", "C", "C", "H", "H", "C", "C", "S", "H", "H", "C", "C", "C", "H", "C", "C", "C", "H", "C", "H", "H", "H", "H", "N", "C", "S", "H", "H", "N", "C", "C", "N", "H", "H", "N", "C", "C", "C", "S", "H", "C", "H"],
  "coordinates": [[1.80, -1.79, 0.49], [-1.29, -2.04, 2.14], [-4.45, -0.06, -0.94], [1.56, 3.08, -0.51], [0.40, 0.00, 0.01], [4.51, -0.91, -1.81], [2.20, -0.59, 2.55], [-1.24, -2.74, 0.01], [0.12, -1.59, -1.62], [0.72, 2.36, 0.04], [-1.67, -0.02, -5.44], [-6.21, 3.32, 1.22], [-3.85, -1.55, -2.34], [4.39, -3.47, 3.94], [1.38, -2.70, 0.33], [5.91, 4.14, -3.06], [1.38, 0.40, 2.03], [1.26, 1.53, 2.72], [-5.42, 4.16, -0.12], [3.63, 3.52, -1.76], [-1.39, -1.91, 4.26], [2.43, -0.99, -3.59], [2.41, -1.76, 1.81], [-1.70, 1.62, -3.56], [2.10, 0.38, -0.73], [1.72, 2.69, 4.46], [-1.61, -0.37, 3.43], [3.35, -3.67, 1.70], [0.50, -1.59, -2.90], [-1.01, -3.43, -2.42], [2.83, -0.45, 3.80], [3.18, -2.77, 2.30], [-4.73, -1.28, -1.76], [-1.70, 0.75, -4.59], [0.00, -1.09, 3.56], [-2.01, -3.72, 0.53], [4.16, 0.78, -1.82], [1.39, 0.35, -3.07], [3.11, 0.89, 5.48], [-0.74, -2.63, -1.35], [-1.06, -1.31, 3.42], [-0.19, -2.85, -3.79], [1.08, -0.48, -4.61], [-4.97, -2.11, -1.09], [3.62, -1.52, 4.30], [3.79, -2.65, 3.56], [-5.38, 0.97, -0.83], [3.43, 4.59, -1.72], [-5.07, 2.06, -0.06], [4.79, 3.05, -2.36], [2.64, 0.75, 4.51], [4.10, -1.41, 5.26], [1.40, -0.61, -3.58], [0.65, 2.31, 2.29], [1.41, 4.17, -0.47], [-5.57, -1.13, -2.44], [-3.57, 2.85, 1.10], [-3.85, 2.05, 0.54], [5.06, 1.68, -2.38], [-2.22, -3.45, 2.20], [-6.85, 3.16, -0.42], [-1.64, -4.30, -2.47], [-3.27, -0.03, -0.31], [-5.94, 3.25, 0.16], [2.99, 1.24, -1.26], [-0.85, -1.76, 0.91], [-2.42, -4.59, 0.04], [5.97, 1.32, -2.83], [-0.69, 0.85, -1.48], [-2.98, 1.02, 0.43], [1.87, 1.74, 3.96], [-1.17, 1.20, -2.51], [-1.50, 1.20, 1.33], [-6.33, 0.93, -1.35], [2.73, 2.61, -1.21], [2.53, -1.68, -0.22]]
}